[1]
Molecular formula: C29H45N3O7PS2
Method: DFT, ωB97M-V with the def2-TZVPD basis set

CARTESIAN COORDINATES (ANGSTROEM)
C1 0.55202 6.44315 1.69317
C2 0.71087 4.89889 1.88992
C3 -0.61381 4.17317 1.53122
C4 -0.96299 3.01685 2.48403
C5 -0.07578 1.76691 2.35028
C6 -0.35568 1.05801 1.00523
C7 0.65307 -0.04279 0.61783
C8 1.62283 -0.52218 1.75461
O1 1.17351 -0.85816 2.86972
O2 2.83163 -0.58573 1.44250
C9 1.54725 0.41959 -0.58202
S1 2.35217 2.02248 -0.34612
C10 3.78475 1.94311 -1.44836
O3 2.86470 2.26274 0.96940
O4 1.52993 3.10836 -0.84174
C11 0.64596 0.50131 -1.84032
C12 0.36203 -0.89887 -2.43683
C13 1.56095 -1.22597 -3.41726
C14 2.28414 -2.52492 -3.09801
C15 3.17001 -2.70096 -2.05811
C16 3.81166 -3.90182 -1.85895
C17 3.58406 -4.96007 -2.70571
C18 2.69471 -4.80602 -3.75129
C19 2.05832 -3.60354 -3.93660
P1 -1.16369 -0.85041 -3.53598
C20 -0.82339 0.37101 -4.91937
C21 -1.67171 0.07185 -6.18401
C22 -2.60694 -0.12559 -2.63565
C23 -3.74629 0.35569 -3.57723
O5 0.35296 -1.96065 -1.48282
S2 -0.18405 -1.58408 -0.00339
O6 0.21088 -2.68163 0.81857
O7 -1.61921 -1.45088 0.00026
H1 0.47838 6.91498 2.67623
H2 1.43307 6.81975 1.16164
H3 -0.30711 6.68569 1.06265
H4 1.54001 4.59496 1.25353
H5 0.92253 4.65882 2.93639
H6 -1.40488 4.92902 1.65874
H7 -0.63225 3.90697 0.47021
H8 -0.92184 3.42458 3.50284
H9 -2.01933 2.76102 2.31145
H10 0.97855 1.95235 2.56019
H11 -0.41962 1.07908 3.13142
H12 -0.35631 1.83575 0.23271
H13 -1.39121 0.70702 1.04503
H14 2.31729 -0.32047 -0.79345
H15 3.51784 2.16012 -2.48282
H16 4.58364 2.56876 -1.05398
H17 4.14635 0.90760 -1.39185
H18 1.17790 1.10598 -2.58271
H19 -0.30397 1.01277 -1.66714
H20 2.30936 -0.42554 -3.41559
H21 1.21781 -1.31595 -4.45201
H22 3.40431 -1.88497 -1.37820
H23 4.50680 -4.02617 -1.03565
H24 4.09566 -5.90968 -2.58926
H25 2.53964 -5.64251 -4.42598
H26 1.37395 -3.49312 -4.77453
H27 0.24544 0.45522 -5.12893
H28 -1.11552 1.35234 -4.51543
H29 -1.04741 -0.40261 -6.94134
H30 -2.49274 -0.58551 -5.88626
H31 -2.11220 1.01072 -6.52743
H32 -2.37113 0.68902 -1.94083
H33 -3.03729 -0.94152 -2.04944
H34 -3.39097 1.15144 -4.23293
H35 -4.52831 0.71425 -2.90500
H36 -4.15102 -0.50539 -4.11786
C24 -0.32301 -3.57595 4.12291
C25 -0.82117 -3.81801 5.47826
N1 -1.21657 -4.01265 6.54594
H37 -0.71082 -2.63248 3.74304
H38 0.76355 -3.52605 4.12815
H39 -0.64018 -4.38234 3.46428
C26 0.76779 -4.36720 9.42015
C27 1.75629 -4.25044 10.49524
N2 2.53512 -4.15909 11.34193
H40 -0.10035 -3.75244 9.64581
H41 1.19946 -4.03540 8.47869
H42 0.45196 -5.40318 9.31937
C28 -6.97870 2.08063 -0.34427
C29 -5.55717 2.25885 -0.64116
N3 -4.43550 2.39597 -0.87194
H43 -7.55197 2.89708 -0.77914
H44 -7.32720 1.13782 -0.76171
H45 -7.13182 2.07131 0.73304

Output
highest occupied orbital energy	-0.1956	hartree
HOMO-LUMO gap	7.349	eV
strongest force on any atom	0.0590	Eh/bohr
total charge	-1
E_tot	-80564.6534	eV

Atomic partial charges in e from the Löwdin method, atoms 1 to 5: C -0.11; C -0.23; C -0.22; C -0.21; C -0.18


[2]
Molecular formula: C25H30FeN8S
Method: DFT, ωB97M-V with the def2-TZVPD basis set

CARTESIAN COORDINATES (ANGSTROEM)
Fe1 -0.38875 -0.64353 0.01476
C1 -2.34139 -1.03924 -3.74510
C2 -1.66979 -0.60307 -2.48544
N1 -0.85300 -1.30620 -1.79886
C3 -0.42296 -2.62916 -2.22878
C4 0.63841 -3.06070 -1.23319
N2 0.18060 -2.70119 0.13851
C5 -0.96964 -3.58176 0.47198
C6 -2.02634 -2.83842 1.24529
N3 -2.20295 -1.45138 0.72740
C7 -2.70028 -0.62038 1.85340
C8 -1.50683 -0.34194 2.73369
N4 -0.41410 0.32970 1.98179
C9 -0.37676 1.59895 2.37816
C10 0.63007 2.01748 3.40739
C11 -0.66879 2.28481 -0.64181
C12 -1.16914 3.35912 -1.37816
C13 -2.06832 3.12021 -2.39595
C14 -2.35571 1.80604 -2.74071
C15 -1.77554 0.79300 -2.00435
N5 -1.03249 1.03287 -0.90259
H1 -2.44381 -2.12082 -3.78894
H2 -1.75666 -0.72211 -4.61271
H3 -3.33211 -0.59721 -3.83484
H4 0.00136 -2.58867 -3.23359
H5 -1.26957 -3.31663 -2.27381
H6 1.54374 -2.51078 -1.46146
H7 0.84995 -4.12920 -1.31945
H8 0.93715 -2.86338 0.79528
H9 -0.64835 -4.47731 1.00544
H10 -1.40561 -3.92638 -0.46154
H11 -1.74045 -2.76736 2.28947
H12 -2.96861 -3.38970 1.21923
H13 -2.91767 -1.46411 0.00530
H14 -3.49665 -1.14056 2.39366
H15 -3.09586 0.31740 1.46371
H16 -1.07238 -1.26704 3.10911
H17 -1.81541 0.23664 3.60531
H18 0.26397 1.56760 4.33515
H19 0.71788 3.09390 3.54520
H20 1.60069 1.57077 3.19038
H21 -0.82635 4.36268 -1.18156
H22 -2.47696 3.94134 -2.96899
H23 -2.96839 1.58257 -3.60185
N6 2.89404 1.97171 -0.00588
C16 3.71536 0.87644 -0.16172
C17 5.10288 0.78670 -0.21031
C18 5.63475 -0.47994 -0.27186
C19 4.80249 -1.61041 -0.25178
C20 3.42983 -1.50449 -0.21692
C21 2.85746 -0.22580 -0.21716
N7 1.52835 0.22365 -0.16083
C22 1.61402 1.53415 0.00068
C23 0.48773 2.45740 0.28189
C24 0.73891 3.61701 0.91615
S1 -0.52899 4.69551 1.49439
C25 -1.71328 3.53815 2.11273
N8 -1.54057 2.32184 2.39644
H24 3.19182 2.93219 -0.03738
H25 5.73140 1.66656 -0.18229
H26 6.70724 -0.61064 -0.30635
H27 5.25423 -2.59291 -0.24849
H28 2.84485 -2.40499 -0.15021
H29 1.72711 3.87233 1.27688
H30 -2.66584 4.01865 2.32607

Output
highest occupied orbital energy (alpha / beta)	-0.5015 / -0.5015	hartree
HOMO-LUMO gap (alpha / beta)	7.100 / 7.101	eV
strongest force on any atom	0.0367	Eh/bohr
total charge	+2
E_tot	-83541.6109	eV

Atomic partial charges in e from the natural (NBO) method, atoms 1 to 5: Fe 0.93; C -0.70; C 0.33; N -0.41; C -0.27


[3]
Molecular formula: C20H31FI2N3Si2
Method: DFT, ωB97M-V with the def2-TZVPD basis set

CARTESIAN COORDINATES (ANGSTROEM)
C1 4.66003 1.33983 -1.66810
C2 4.93273 2.04354 -3.15798
I1 6.98228 2.40145 -3.83751
C3 3.74213 2.40738 -4.02725
I2 3.86980 3.31740 -6.01370
C4 2.26462 2.02996 -3.35990
C5 1.54516 0.66460 -3.99278
C6 0.10953 0.23546 -3.31960
C7 -0.64346 1.07158 -2.08436
N1 -1.93705 0.49041 -1.58658
C8 -2.45309 1.32888 -0.45174
C9 -1.75651 2.67579 0.13387
N2 -0.45804 3.23084 -0.37722
C10 0.09225 2.40052 -1.50247
C11 1.55676 2.89280 -2.13477
C12 2.39112 4.19187 -1.58042
C13 1.71859 5.64753 -1.91811
C14 1.31811 5.87113 -3.50050
F1 0.57995 6.00301 -0.99067
H1 3.91114 0.41832 -1.73950
H2 4.26310 2.18496 -0.93893
H3 5.67365 0.88726 -1.24299
H4 2.04152 0.02148 -4.86747
H5 -0.39753 -0.75168 -3.75944
H6 -3.46982 0.97567 0.05883
H7 -2.28564 3.23675 1.03019
H8 3.51608 4.24131 -1.93761
H9 2.44664 4.12051 -0.39000
H10 2.55661 6.46295 -1.67837
H11 1.49943 4.93725 -4.18337
H12 0.20951 6.29992 -3.57386
H13 2.00557 6.74547 -3.93267
C15 -0.96538 -0.16420 2.96894
Si1 -1.71719 -1.82100 2.44798
C16 -1.17097 -2.11964 0.67844
C17 -3.57924 -1.59515 2.47987
N3 -1.16844 -3.06374 3.54269
Si2 -1.68531 -4.71758 3.33681
C18 -1.13572 -5.44997 1.69974
C19 -3.54254 -4.92331 3.50182
C20 -0.90277 -5.78306 4.69182
H14 -1.30432 0.62709 2.29156
H15 -1.27317 0.10037 3.98480
H16 0.12721 -0.20272 2.93076
H17 -1.35095 -1.22530 0.07378
H18 -1.72445 -2.93905 0.21589
H19 -0.10147 -2.34726 0.63257
H20 -3.94484 -1.50512 3.50746
H21 -4.09724 -2.42454 1.99416
H22 -3.85583 -0.68222 1.94336
H23 -1.70175 -5.04028 0.86134
H24 -1.29712 -6.53284 1.70115
H25 -0.07058 -5.26846 1.52767
H26 -3.91086 -4.42760 4.40465
H27 -3.79730 -5.98735 3.57660
H28 -4.07572 -4.52175 2.63758
H29 -1.21147 -5.43631 5.68404
H30 0.19030 -5.74607 4.63033
H31 -1.21804 -6.82712 4.57920

Output
highest occupied orbital energy	-0.1158	hartree
HOMO-LUMO gap	3.574	eV
strongest force on any atom	0.1417	Eh/bohr
total charge	-1
E_tot	-60376.2898	eV

Atomic partial charges in e from the natural (NBO) method, atoms 1 to 5: C -0.68; C -0.17; I 0.15; C -0.26; I 0.18


[4]
Molecular formula: C33H34MoN5O2S
Method: DFT, ωB97M-V with the def2-TZVPD basis set

CARTESIAN COORDINATES (ANGSTROEM)
Mo1 -0.04628 -0.94806 -0.38228
C1 1.38264 -2.95092 6.22468
C2 1.07932 -2.21596 4.98619
C3 1.74186 -1.03769 4.72411
C4 1.47941 -0.24385 3.58711
C5 2.06878 1.03224 3.48956
N1 1.52783 2.05975 2.92766
C6 0.16901 2.10778 2.50006
C7 -0.37754 3.51463 2.64421
C8 -1.69699 3.70053 1.82985
N2 -1.71344 3.03167 0.54753
C9 -1.53366 3.65068 -0.58328
C10 -1.47045 2.92685 -1.78425
C11 -1.59942 3.62077 -3.00620
C12 -1.77691 2.98266 -4.24605
C13 -1.98766 3.73352 -5.52973
C14 -1.83570 1.59880 -4.16123
C15 -1.66238 0.85202 -3.00390
C16 -1.76785 -0.61245 -3.02203
N3 -1.25384 -1.45643 -2.18345
C17 -1.64237 -2.86477 -2.31024
C18 -2.39916 -3.42050 -1.00981
C19 -2.63344 -2.39955 0.15056
N4 -1.34526 -1.94396 0.82850
C20 -1.02914 -2.48450 1.95239
C21 0.04708 -1.96263 2.78139
C22 0.25435 -2.65685 3.99520
C23 0.80131 -0.84154 2.46763
O1 0.88975 -0.40033 1.23445
C24 -1.43280 1.47040 -1.81827
O2 -1.08998 0.80981 -0.77976
H1 0.69262 -3.69405 6.49071
H2 1.41967 -2.27449 7.07225
H3 2.37941 -3.46247 6.26684
H4 2.50909 -0.75988 5.47247
H5 2.99567 1.37432 3.87351
H6 2.01477 2.97273 2.99580
H7 -0.50611 1.40232 3.06435
H8 0.15502 1.76987 1.46273
H9 0.26980 4.31000 2.27930
H10 -0.59727 3.78348 3.64515
H11 -1.87828 4.72588 1.62138
H12 -2.52579 3.34953 2.38506
H13 -1.88049 2.05808 0.51421
H14 -1.52700 4.73854 -0.62422
H15 -1.69257 4.69852 -2.97438
H16 -1.64895 3.18851 -6.44527
H17 -1.46627 4.66197 -5.50094
H18 -3.06997 3.91722 -5.63162
H19 -2.00714 1.04496 -5.06272
H20 -2.18767 -1.03224 -3.97863
H21 -0.70437 -3.41542 -2.57788
H22 -2.33853 -2.91101 -3.16800
H23 -1.95701 -4.35293 -0.72480
H24 -3.41413 -3.60585 -1.37917
H25 -3.42239 -2.94321 0.76238
H26 -3.19105 -1.52986 -0.22386
H27 -1.64105 -3.35799 2.29994
H28 -0.32623 -3.55367 4.13787
S1 3.44101 -3.57630 -1.27981
C25 2.21431 -4.57956 -0.68232
C26 1.00930 -3.91782 -0.52544
C27 1.12886 -2.57382 -0.87249
C28 2.38360 -2.25511 -1.40722
C29 2.72799 -0.86918 -1.80351
C30 3.93969 -0.49050 -2.42582
C31 4.12649 0.84719 -2.79059
C32 3.10485 1.73017 -2.58195
C33 1.94308 1.28292 -1.94518
N5 1.69245 0.03434 -1.56505
H29 2.57707 -5.61148 -0.50371
H30 0.18492 -4.39360 -0.05274
H31 4.73260 -1.22293 -2.47939
H32 4.96175 1.12604 -3.38386
H33 3.08372 2.71512 -2.96920
H34 1.14746 1.99956 -1.83475

Output
highest occupied orbital energy (alpha / beta)	-0.5767 / -0.5799	hartree
HOMO-LUMO gap (alpha / beta)	6.414 / 6.793	eV
strongest force on any atom	0.0510	Eh/bohr
spin multiplicity	3
total charge	+3
E_tot	-58985.2642	eV

Atomic partial charges in e from the Löwdin method, atoms 1 to 5: Mo 1.76; C -0.02; C -0.25; C 0.08; C -0.09


[5]
Molecular formula: C25H24N2O2
Method: DFT, ωB97M-V with the def2-TZVPD basis set

CARTESIAN COORDINATES (ANGSTROEM)
C1 -3.41113 1.73049 1.48011
C2 -2.84183 2.26980 0.21325
N1 -3.52199 2.97329 -0.68385
C3 -2.68321 3.28620 -1.71509
C4 -3.08872 4.15230 -2.85093
C5 -1.43958 2.70697 -1.45727
N2 -1.50917 2.17063 -0.17992
H1 -2.68435 1.11723 2.03216
H2 -3.72095 2.59692 2.08398
H3 -4.34232 1.17556 1.26236
H4 -2.27791 4.22166 -3.57707
H5 -3.97179 3.78313 -3.37852
H6 -3.33366 5.17177 -2.53508
H7 -0.55645 2.69397 -2.09298
C6 5.84930 3.23357 0.30183
O1 4.59337 3.92890 0.47258
C7 3.41951 3.24075 0.40338
C8 2.21564 3.98151 0.29876
C9 0.99000 3.33062 0.23174
C10 0.89326 1.94030 0.30149
C11 -0.51729 1.32351 0.40711
C12 -0.68542 -0.08570 -0.11465
C13 -1.90153 -0.73334 0.09534
C14 -2.09839 -2.04476 -0.28862
C15 -0.99342 -2.74923 -0.78943
O2 -1.10064 -4.12778 -0.95210
C16 -0.54794 -5.01100 -0.01491
C17 -1.45082 -5.79925 0.70080
C18 -0.96866 -6.70608 1.64232
C19 0.40662 -6.85956 1.83106
C20 1.29563 -6.08076 1.08715
C21 0.82894 -5.13660 0.16314
C22 0.16143 -2.07270 -1.18184
C23 0.27003 -0.71390 -0.90685
C24 2.10039 1.19946 0.39239
C25 3.34420 1.83134 0.41438
H8 6.62614 4.00037 0.31232
H9 6.02194 2.52115 1.11524
H10 5.87402 2.70021 -0.65369
H11 2.26008 5.06537 0.26810
H12 0.09204 3.93248 0.10423
H13 -0.70870 1.22295 1.51864
H14 -2.75123 -0.18813 0.49692
H15 -3.06451 -2.52160 -0.12824
H16 -2.51585 -5.68797 0.51233
H17 -1.67462 -7.29880 2.22344
H18 0.78751 -7.56448 2.57318
H19 2.37124 -6.20099 1.21290
H20 1.50666 -4.52997 -0.43525
H21 0.96467 -2.60450 -1.68764
H22 1.08052 -0.14233 -1.35028
H23 2.13768 0.10676 0.38055
H24 4.27127 1.25027 0.44105

Output
highest occupied orbital energy	-0.2961	hartree
HOMO-LUMO gap	8.703	eV
strongest force on any atom	0.0379	Eh/bohr
total charge	0
SMILES	COc1ccc([C@H](c2ccc(Oc3ccccc3)cc2)n2cc(C)nc2C)cc1
E_tot	-33388.6113	eV

Atomic partial charges in e from the natural (NBO) method, atoms 1 to 5: C -0.67; C 0.36; N -0.48; C 0.12; C -0.64


[6]
Molecular formula: C4H7N3O
Method: DFT, ωB97M-V with the def2-TZVPD basis set

CARTESIAN COORDINATES (ANGSTROEM)
C1 -1.84248 0.35205 -0.04249
C2 1.67879 -0.67286 -0.37821
C3 1.86951 0.86006 -0.19610
C4 0.58590 1.40153 0.14208
H1 -1.67435 -1.69936 -0.31578
H2 -3.48700 -1.09370 -0.06369
H3 0.56144 -0.91792 1.33188
H4 2.32145 -1.31437 0.29794
H5 1.74555 -0.94618 -1.33662
H6 2.78689 1.51961 0.09021
H7 0.29437 2.44506 0.41123
N1 -2.29843 -0.91391 -0.04765
N2 -0.46252 0.43147 0.10472
N3 0.28814 -0.81270 0.24727
O1 -2.36728 1.36122 -0.24479

Output
highest occupied orbital energy	-0.3056	hartree
HOMO-LUMO gap	9.134	eV
strongest force on any atom	0.1194	Eh/bohr
total charge	0
SMILES	NC(=O)N1C=CCN1
E_tot	-10776.1024	eV

Atomic partial charges in e from the natural (NBO) method, atoms 1 to 5: C 0.78; C -0.24; C -0.32; C 0.00; H 0.44


Question: What is the strongest force on any atom in the third record?
Answer: 0.1417 Eh/bohr


Question: Which of these has the highest total charge?
Answer: C33H34MoN5O2S


Question: Which value of total charge does entry 5 give?
Answer: 0